The following is a quantum chemistry calculation of 5 unconnected molecules or ions with the total composition C27H59BFNO18P2 at a distorted geometry, from OMol25.

Cartesian coordinates (Å):
1 C 1.019 -1.370 0.331
2 P 1.223 0.394 1.134
3 C -0.065 1.532 0.301
4 C 3.024 0.877 0.722
5 O 3.321 2.315 0.803
6 C 4.343 2.720 -0.185
7 C 3.478 3.062 -1.577
8 O 4.287 2.628 -2.745
9 C 3.510 2.699 -3.996
10 O 3.267 1.316 -4.433
11 C 1.903 1.122 -4.951
12 C 0.722 1.271 -3.809
13 O 0.909 0.164 -2.846
14 C 5.176 4.067 0.167
15 F 5.596 4.759 -1.109
16 N 6.367 3.974 1.035
17 B 7.447 3.025 0.627
18 O 7.553 1.646 1.218
19 O 8.432 3.381 -0.418
20 P 6.156 4.241 2.749
21 C 6.426 6.121 3.182
22 C 4.490 3.668 3.465
23 H 1.402 -1.370 -0.793
24 H 1.751 -2.119 0.902
25 H -0.081 -1.769 0.393
26 H -1.174 1.113 0.422
27 H -0.054 2.583 0.856
28 H 0.123 1.660 -0.853
29 H 3.263 0.405 -0.346
30 H 3.718 0.339 1.530
31 H 4.963 1.766 -0.447
32 H 3.120 4.175 -1.629
33 H 2.508 2.366 -1.595
34 H 2.556 3.371 -3.909
35 H 4.212 3.217 -4.803
36 H 1.827 0.003 -5.350
37 H 1.725 1.803 -5.909
38 H -0.318 1.229 -4.348
39 H 0.773 2.306 -3.227
40 H -0.004 0.021 -2.449
41 H 4.407 4.829 0.672
42 H 7.806 1.699 2.187
43 H 9.273 2.869 -0.222
44 H 7.285 6.255 3.985
45 H 5.447 6.606 3.662
46 H 6.666 6.679 2.158
47 H 4.520 2.490 3.655
48 H 4.367 4.173 4.538
49 H 3.541 3.997 2.840
50 C -6.221 -2.182 1.608
51 C -6.206 -1.226 2.789
52 O -5.019 -1.401 3.572
53 C -3.893 -0.842 3.060
54 O -3.811 -0.210 2.017
55 O -2.864 -1.129 3.896
56 C -1.595 -0.680 3.425
57 H -6.078 -3.213 1.946
58 H -7.168 -2.113 1.066
59 H -5.409 -1.962 0.909
60 H -7.054 -1.449 3.445
61 H -6.312 -0.184 2.467
62 H -1.617 0.385 3.174
63 H -1.291 -1.276 2.559
64 H -0.864 -0.832 4.224
65 C -8.091 -8.778 -0.130
66 C -9.356 -8.344 0.591
67 O -9.093 -8.085 1.975
68 C -8.491 -6.899 2.244
69 O -8.171 -6.050 1.425
70 O -8.280 -6.828 3.582
71 C -7.562 -5.667 3.993
72 H -7.627 -9.626 0.385
73 H -8.312 -9.065 -1.161
74 H -7.350 -7.974 -0.148
75 H -10.089 -9.157 0.555
76 H -9.817 -7.473 0.111
77 H -8.034 -4.753 3.617
78 H -6.524 -5.735 3.653
79 H -7.568 -5.633 5.086
80 C -1.541 4.205 7.532
81 C -1.394 5.138 6.342
82 O -1.513 4.418 5.110
83 C -2.778 4.093 4.741
84 O -3.800 4.365 5.355
85 O -2.713 3.388 3.585
86 C -3.974 2.898 3.134
87 H -0.840 3.368 7.454
88 H -1.358 4.739 8.468
89 H -2.547 3.774 7.574
90 H -0.393 5.582 6.353
91 H -2.113 5.964 6.383
92 H -4.712 3.703 3.067
93 H -4.323 2.107 3.805
94 H -3.836 2.472 2.137
95 C 3.892 -4.517 -10.419
96 C 2.628 -4.083 -9.698
97 O 2.891 -3.824 -8.314
98 C 3.493 -2.638 -8.045
99 O 3.813 -1.789 -8.864
100 O 3.704 -2.567 -6.707
101 C 4.422 -1.405 -6.296
102 H 4.357 -5.364 -9.905
103 H 3.672 -4.803 -11.450
104 H 4.634 -3.712 -10.437
105 H 1.895 -4.895 -9.734
106 H 2.167 -3.211 -10.178
107 H 3.950 -0.492 -6.672
108 H 5.460 -1.474 -6.636
109 H 4.416 -1.372 -5.203

Summary:
F_max (eV/A): 3.64
Gap between HOMO and LUMO (eV): 8.550
SMILES: CP(C)CO[C@@H](COCOCCO)[C@H](F)N(B(O)O)P(C)C.CCOC(=O)OC.CCOC(=O)OC.CCOC(=O)OC.CCOC(=O)OC

Löwdin atomic charge list, values in e, 99 entries: C -0.33; P 0.84; C -0.33; C -0.39; O -0.25; C -0.18; C -0.11; O -0.15; C -0.20; O -0.17; C -0.17; C -0.21; O -0.15; C -0.21; F -0.07; N -0.18; B -0.57; O 0.01; O 0.07; P 0.87; C -0.31; C -0.32; H 0.04; H 0.06; H 0.04; H 0.06; H 0.06; H 0.02; H 0.11; H 0.12; H 0.17; H 0.15; H 0.13; H 0.14; H 0.16; H 0.14; H 0.14; H 0.13; H 0.11; H 0.10; H 0.17; H 0.09; H 0.12; H 0.05; H 0.05; H 0.06; H 0.06; H 0.06; H 0.05; C -0.06; C -0.22; O 0.02; C -0.55; O 0.08; O 0.00; C -0.06; H 0.08; H 0.08; H 0.08; H 0.12; H 0.12; H 0.08; H 0.08; H 0.10; C -0.07; C -0.22; O 0.02; C -0.55; O 0.10; O -0.01; C -0.05; H 0.08; H 0.08; H 0.07; H 0.12; H 0.12; H 0.09; H 0.10; H 0.10; C -0.07; C -0.22; O 0.02; C -0.55; O 0.11; O -0.01; C -0.05; H 0.08; H 0.08; H 0.08; H 0.12; H 0.12; H 0.10; H 0.10; H 0.09; C -0.07; C -0.22; O 0.02; C -0.55; O 0.10